Entry 1:
Density functional theory data (the ωB97M-V functional and the def2-TZVPD basis) for a cluster of 11 separate species, H22O11 in total in a non-equilibrium geometry.

The geometry in XYZ format:
```
33
Properties=species:S:1:pos:R:3:mulliken_charge:R:1
O -1.84 -0.65 1.81 -0.6513
H -2.20 -0.55 2.69 0.3150
H -1.94 0.22 1.41 0.2269
O 1.78 0.61 -2.63 -0.5946
H 2.57 0.39 -2.14 0.2612
H 1.29 1.19 -2.04 0.2465
O 0.52 2.67 -0.46 -0.5970
H 1.03 3.47 -0.53 0.3031
H -0.04 2.81 0.30 0.2139
O 2.65 0.26 0.19 -0.5032
H 2.29 0.75 0.93 0.2578
H 3.40 0.79 -0.10 0.2767
O 0.99 0.98 2.42 -0.6269
H 0.16 1.44 2.32 0.3245
H 0.87 0.42 3.18 0.3113
O 2.02 -2.43 -0.64 -0.6347
H 2.69 -2.06 -1.21 0.2771
H 2.13 -1.98 0.19 0.2689
O -1.18 2.46 1.96 -0.6022
H -1.23 3.39 2.14 0.2734
H -2.09 2.19 1.84 0.2649
O -0.48 -2.73 -1.97 -0.5436
H 0.06 -3.14 -2.65 0.2359
H 0.15 -2.38 -1.34 0.3200
O -2.28 -2.74 0.03 -0.5169
H -2.62 -3.36 0.68 0.2645
H -2.04 -1.97 0.54 0.3390
O -2.19 -0.73 -2.08 -0.6238
H -2.44 -0.03 -2.69 0.2760
H -1.50 -0.34 -1.54 0.3890
O -0.47 0.26 -0.46 -0.2378
H -0.07 1.12 -0.35 0.2713
H 0.00 -0.30 0.17 0.2152
```

Output
HOMO-LUMO gap (Eh): 0.284
E_LUMO (Ha): -0.029
Relative energy (zero: lowest compared OMol25 entry of this formula, charge and spin) (eV): 2.664
Charge: 0
Strongest force on any atom (eV Å⁻¹): 1.43


Entry 2:
Density functional theory data (the ωB97M-V functional and the def2-TZVPD basis) for a structure of composition C31H45N2OP2Pd.

The geometry in XYZ format:
```
82
Properties=species:S:1:pos:R:3:mulliken_spin:R:1
Pd 0.68 0.17 0.98 0.0246
C -1.23 3.72 1.61 0.0050
C -0.36 3.24 0.45 -0.0092
C 0.99 2.77 0.98 0.0307
P -1.17 1.76 -0.37 -0.0032
C -2.75 2.52 -1.07 -0.0003
C -3.41 1.45 -1.94 -0.0005
C -2.71 3.85 -1.82 -0.0006
C -0.19 1.60 -1.91 -0.0236
C 0.11 2.64 -2.78 0.0087
C 0.76 2.42 -3.99 -0.0046
C 1.12 3.56 -4.90 -0.0008
C 1.09 1.11 -4.32 0.0017
C 0.83 0.06 -3.46 -0.0019
C 0.22 0.27 -2.21 0.0164
N 0.11 -0.68 -1.24 0.0021
C -0.71 -1.72 -1.29 0.0002
C -1.52 -2.07 -2.41 0.0008
C -2.33 -3.18 -2.40 -0.0003
C -2.44 -4.01 -1.28 0.0001
C -3.34 -5.21 -1.27 0.0000
C -1.70 -3.65 -0.16 -0.0001
C -0.88 -2.53 -0.11 0.0005
P -0.07 -1.93 1.42 -0.0144
C -1.32 -2.25 2.80 0.0007
C -2.62 -1.53 2.43 -0.0014
C -1.61 -3.65 3.35 0.0003
C 1.29 -3.17 1.73 0.0069
C 2.49 -2.73 0.89 -0.0277
C 0.98 -4.64 1.45 0.0004
H -0.73 4.52 2.15 -0.0023
H -1.41 2.90 2.30 -0.0017
H -2.20 4.09 1.27 0.0017
H -0.22 4.06 -0.26 -0.0011
H 0.87 1.92 1.69 -0.0006
H 1.47 3.54 1.59 -0.0226
H 1.68 2.49 0.18 -0.0006
H -3.37 2.65 -0.18 -0.0001
H -2.83 1.28 -2.85 0.0000
H -4.43 1.74 -2.22 0.0000
H -3.46 0.49 -1.41 0.0000
H -2.19 3.74 -2.77 0.0002
H -2.20 4.63 -1.24 -0.0001
H -3.72 4.20 -2.03 0.0002
H -0.15 3.66 -2.51 0.0024
H 0.71 4.50 -4.51 -0.0002
H 0.72 3.42 -5.91 0.0001
H 2.20 3.68 -4.99 0.0003
H 1.59 0.91 -5.26 0.0001
H 1.13 -0.95 -3.72 0.0002
H -1.47 -1.45 -3.30 -0.0001
H -2.91 -3.42 -3.29 0.0000
H -3.64 -5.49 -2.28 0.0000
H -4.26 -5.03 -0.70 0.0000
H -2.85 -6.09 -0.82 0.0000
H -1.80 -4.26 0.73 0.0001
H -0.86 -1.68 3.61 -0.0005
H -3.15 -2.07 1.64 0.0000
H -2.39 -0.53 2.05 0.0014
H -3.28 -1.44 3.30 0.0000
H -2.13 -4.28 2.63 0.0001
H -2.25 -3.57 4.23 -0.0001
H -0.70 -4.16 3.65 -0.0001
H 1.53 -3.05 2.79 -0.0016
H 2.26 -2.84 -0.17 0.0049
H 3.36 -3.36 1.11 -0.0073
H 2.74 -1.68 1.06 0.0215
H 0.73 -4.77 0.40 0.0010
H 0.14 -5.03 2.04 0.0002
H 1.86 -5.26 1.67 -0.0006
O 3.30 0.67 0.66 0.1446
N 3.93 1.32 1.62 0.3053
C 5.02 2.13 1.32 0.0914
C 5.72 2.79 2.30 -0.0844
C 5.36 2.67 3.66 0.3701
C 4.22 1.86 3.94 0.0267
C 3.55 1.22 2.94 0.0415
H 5.25 2.19 0.27 0.0422
H 6.55 3.40 1.99 -0.0036
H 5.89 3.20 4.44 0.0560
H 3.86 1.73 4.95 -0.0031
H 2.67 0.59 3.09 0.0076
```

Output
Spin multiplicity: 2
Expectation value of S²: 0.764
HOMO-LUMO gap (alpha / beta) (Eh): 0.118 / 0.177
E_LUMO (alpha / beta) (Ha): 0.172 / 0.172
Charge: -2
Strongest force on any atom (eV Å⁻¹): 0.94


Entry 3:
Density functional theory data (the ωB97M-V functional and the def2-TZVPD basis) for a structure of composition C22H22BeIN4O3.

The geometry in XYZ format:
```
53
Properties=species:S:1:pos:R:3:mulliken_charge:R:1
Be -0.61 0.25 -0.16 -0.3201
C -3.76 -1.51 2.24 -1.2581
C -2.32 -1.88 2.40 0.6499
N -1.97 -2.64 3.41 -0.6445
C -0.70 -3.04 3.56 -0.9921
C 0.31 -2.70 2.69 0.8735
C 1.72 -3.19 2.95 -0.8678
O 2.30 -3.90 1.87 -0.5287
C -0.02 -1.85 1.60 0.1583
C 0.93 -1.60 0.56 -0.0297
N 0.73 -0.78 -0.43 0.8113
C 1.65 -0.81 -1.51 -0.7201
C 2.97 -0.40 -1.31 0.4428
C 3.88 -0.44 -2.35 -0.9545
C 3.50 -0.88 -3.60 -0.5678
C 2.19 -1.31 -3.82 -0.4326
C 1.28 -1.28 -2.78 -0.2371
I -0.64 -2.07 -3.10 0.0575
C -1.36 -1.40 1.46 0.1744
O -1.73 -0.58 0.52 -0.3595
H -4.24 -1.48 3.22 0.4193
H -4.28 -2.27 1.64 0.2655
H -3.87 -0.56 1.73 0.3037
H -0.51 -3.65 4.43 0.3712
H 1.71 -3.81 3.85 0.3890
H 2.38 -2.34 3.14 0.3193
H 1.87 -4.76 1.78 0.3165
H 1.83 -2.21 0.55 0.9078
H 3.26 -0.05 -0.33 0.5134
H 4.90 -0.12 -2.18 0.4062
H 4.20 -0.90 -4.42 0.4165
H 1.90 -1.69 -4.78 0.4162
C 0.02 2.97 2.73 -1.4097
C 0.14 2.45 1.34 0.7399
O -0.02 1.25 1.08 -0.4425
N 0.45 3.32 0.36 -0.0521
C 0.67 2.86 -1.01 -0.8728
C -0.64 2.55 -1.69 1.1597
C -1.21 3.45 -2.57 -0.9718
C -2.46 3.17 -3.11 -0.3358
C -3.10 2.00 -2.74 -0.9397
C -2.45 1.13 -1.89 -0.1919
N -1.24 1.39 -1.37 0.3179
H 0.38 2.20 3.42 0.3175
H -1.04 3.13 2.96 0.3108
H 0.56 3.89 2.89 0.4338
H 0.54 4.30 0.57 0.2811
H 1.30 1.97 -0.98 -0.1786
H 1.20 3.64 -1.54 0.6428
H -0.69 4.36 -2.82 0.4753
H -2.93 3.87 -3.79 0.4348
H -4.08 1.75 -3.12 0.4422
H -2.90 0.20 -1.59 0.5394
```

Output
HOMO-LUMO gap (Eh): 0.286
E_LUMO (Ha): -0.109
Relative energy (zero: lowest compared OMol25 entry of this formula, charge and spin) (eV): 0.000
Charge: +1
Strongest force on any atom (eV Å⁻¹): 0.52


Entry 4:
Density functional theory data (the ωB97M-V functional and the def2-TZVPD basis) for a structure of composition C10H27CaCuNO6 in a non-equilibrium geometry.

The geometry in XYZ format:
```
46
Properties=species:S:1:pos:R:3:mulliken_charge:R:1
Cu 3.75 0.18 0.19 0.4748
Ca 1.01 -0.37 -0.52 2.3440
C 3.14 1.93 -2.42 -0.9534
O 2.55 1.19 -1.44 -0.6779
H 3.96 2.59 -2.04 0.2288
H 3.66 1.28 -3.16 0.2621
H 2.42 2.58 -2.95 0.1858
C -1.02 -0.09 -3.07 -0.7524
O 0.15 -0.63 -2.62 -0.7950
H -1.57 -0.74 -3.79 0.2623
H -1.81 0.07 -2.27 0.0791
H -0.89 0.92 -3.51 0.2381
C 2.01 -0.16 3.00 -0.9610
O 1.96 0.08 1.63 -0.6577
H 1.06 0.13 3.49 0.2030
H 2.11 -1.25 3.20 0.2244
H 2.89 0.30 3.45 0.2183
C 3.58 -3.00 -0.73 -0.9213
O 2.87 -1.84 -0.79 -0.6385
H 4.18 -3.10 0.20 0.2058
H 2.96 -3.93 -0.77 0.1504
H 4.31 -3.08 -1.57 0.2522
C -3.84 3.64 1.01 -0.7951
O -2.72 2.90 0.63 -0.2391
C -1.98 2.43 1.73 -0.6976
C -0.77 1.68 1.24 -0.3582
N -1.12 0.51 0.41 0.0892
C -1.57 -0.66 1.20 -0.6011
C -1.66 -1.90 0.34 -0.7140
O -0.44 -2.29 -0.21 -0.1086
C -0.55 -3.42 -1.02 -0.7533
H -3.54 4.61 1.44 0.2930
H -4.42 3.13 1.79 0.3278
H -4.46 3.77 0.13 0.2238
H -2.61 1.74 2.31 0.2993
H -1.68 3.24 2.41 0.5002
H -0.21 1.38 2.12 -0.0067
H -0.12 2.32 0.65 0.3196
H -1.96 0.80 -0.08 0.1458
H -2.59 -0.49 1.59 0.3283
H -0.89 -0.87 2.03 0.2352
H -2.43 -1.76 -0.45 0.4202
H -2.08 -2.71 0.96 0.4389
H -1.17 -4.21 -0.57 0.3602
H 0.45 -3.81 -1.16 0.0827
H -0.91 -3.12 -2.02 0.2376
```

Output
HOMO-LUMO gap (Eh): 0.233
E_LUMO (Ha): 0.096
Charge: -1
Strongest force on any atom (eV Å⁻¹): 2.38


Repeat the third record exactly.
Density functional theory data (the ωB97M-V functional and the def2-TZVPD basis) for a structure of composition C22H22BeIN4O3.

The geometry in XYZ format:
```
53
Properties=species:S:1:pos:R:3:mulliken_charge:R:1
Be -0.61 0.25 -0.16 -0.3201
C -3.76 -1.51 2.24 -1.2581
C -2.32 -1.88 2.40 0.6499
N -1.97 -2.64 3.41 -0.6445
C -0.70 -3.04 3.56 -0.9921
C 0.31 -2.70 2.69 0.8735
C 1.72 -3.19 2.95 -0.8678
O 2.30 -3.90 1.87 -0.5287
C -0.02 -1.85 1.60 0.1583
C 0.93 -1.60 0.56 -0.0297
N 0.73 -0.78 -0.43 0.8113
C 1.65 -0.81 -1.51 -0.7201
C 2.97 -0.40 -1.31 0.4428
C 3.88 -0.44 -2.35 -0.9545
C 3.50 -0.88 -3.60 -0.5678
C 2.19 -1.31 -3.82 -0.4326
C 1.28 -1.28 -2.78 -0.2371
I -0.64 -2.07 -3.10 0.0575
C -1.36 -1.40 1.46 0.1744
O -1.73 -0.58 0.52 -0.3595
H -4.24 -1.48 3.22 0.4193
H -4.28 -2.27 1.64 0.2655
H -3.87 -0.56 1.73 0.3037
H -0.51 -3.65 4.43 0.3712
H 1.71 -3.81 3.85 0.3890
H 2.38 -2.34 3.14 0.3193
H 1.87 -4.76 1.78 0.3165
H 1.83 -2.21 0.55 0.9078
H 3.26 -0.05 -0.33 0.5134
H 4.90 -0.12 -2.18 0.4062
H 4.20 -0.90 -4.42 0.4165
H 1.90 -1.69 -4.78 0.4162
C 0.02 2.97 2.73 -1.4097
C 0.14 2.45 1.34 0.7399
O -0.02 1.25 1.08 -0.4425
N 0.45 3.32 0.36 -0.0521
C 0.67 2.86 -1.01 -0.8728
C -0.64 2.55 -1.69 1.1597
C -1.21 3.45 -2.57 -0.9718
C -2.46 3.17 -3.11 -0.3358
C -3.10 2.00 -2.74 -0.9397
C -2.45 1.13 -1.89 -0.1919
N -1.24 1.39 -1.37 0.3179
H 0.38 2.20 3.42 0.3175
H -1.04 3.13 2.96 0.3108
H 0.56 3.89 2.89 0.4338
H 0.54 4.30 0.57 0.2811
H 1.30 1.97 -0.98 -0.1786
H 1.20 3.64 -1.54 0.6428
H -0.69 4.36 -2.82 0.4753
H -2.93 3.87 -3.79 0.4348
H -4.08 1.75 -3.12 0.4422
H -2.90 0.20 -1.59 0.5394
```

Output
HOMO-LUMO gap (Eh): 0.286
E_LUMO (Ha): -0.109
Relative energy (zero: lowest compared OMol25 entry of this formula, charge and spin) (eV): 0.000
Charge: +1
Strongest force on any atom (eV Å⁻¹): 0.52


Q: The lowest strongest force on any atom belongs to which entry?
A: C22H22BeIN4O3


Q: What is the strongest force on any atom in the first record?
A: 1.43 eV Å⁻¹